No. 1
Molecular formula: CF4MnO3P
Method: DFT, wB97M-V/def2-TZVPD

XYZ file:
```
10
CF4MnO3P | the Open Molecules 2025 dataset | wB97M-V/def2-TZVPD
O -0.4839 0.6396 -0.4742
Mn 0.4057 2.4026 -0.5686
O -3.1156 -0.2768 0.1259
F 1.1300 -1.1358 -1.2314
F 1.3675 -1.3412 0.9737
C -1.9738 -0.5197 0.1921
O -1.1733 -1.3947 0.5816
F 1.7981 1.0000 -0.8750
F 1.2060 0.8207 1.2660
P 0.8393 -0.1947 0.0099
```

Calculated values
Multiplicity: 6
Expectation value of S²: 8.7532
Net charge: +1
Calculated total energy (eV): -58652.6764
E_LUMO (spin up / spin down) (eV): -7.560 / -7.570

How positive or negative is each atom? The Mulliken charges in e answer that: -0.717, 1.378, -0.294, -0.250, -0.154, 0.742, -0.478, -0.423, -0.276, 1.471


No. 2
Molecular formula: C32H52ClIN2O2
Method: DFT, wB97M-V/def2-TZVPD

XYZ file:
```
90
C32H52ClIN2O2 | the Open Molecules 2025 dataset | wB97M-V/def2-TZVPD
C -4.9180 -2.6139 -3.0647
H 4.0291 -4.1538 2.7919
H -3.0594 3.5433 3.4188
C 0.4617 -2.4319 2.4531
C 1.8436 -2.1410 1.7807
H -4.0336 -0.2912 -4.9329
H -5.5846 -0.4902 -5.6877
C -2.6687 1.4446 3.4894
H 7.8396 -0.6846 -0.1909
H 4.5357 -0.9945 1.0178
C -4.7952 2.5338 2.5171
C -5.3017 -2.8679 -1.5942
C 6.8275 4.6214 0.1272
H 0.1259 -3.4089 2.0828
H 6.8703 0.9251 -1.5985
C -1.0623 -2.3788 -1.2969
H -3.0662 -3.6031 -2.6011
C 4.1763 -3.1428 2.4008
C -3.3954 -2.7782 -3.2405
H -5.0295 1.4669 2.5215
H -3.3863 0.9592 0.9354
N -0.5405 -2.4244 -0.1277
H -5.3718 -3.4362 -3.6355
C -2.1050 -0.6318 0.3606
C -3.2700 2.6810 2.7799
H -6.3785 -2.9740 -1.4416
H -4.4942 -1.8925 -5.5367
H 0.5229 -2.5325 3.5331
C -5.3402 -0.0528 -2.7644
H -4.8882 -2.1273 -0.9078
C 4.5308 -3.1647 0.8995
H -5.1000 4.2209 1.1688
H -4.7273 2.6455 0.3335
H 5.5413 -1.1959 -1.6155
H -6.2967 0.4848 -2.7801
H 5.4720 5.5758 -1.2521
H 1.7727 -1.1161 1.4018
N -2.6507 -0.6625 -0.9007
I -0.3722 -0.3568 4.9041
H -6.9307 1.9264 -0.7457
H -3.4037 0.9362 4.1204
C 3.0139 -2.1967 2.7906
H 3.8387 -3.8435 0.3920
C -1.0997 -1.5046 0.7198
H 7.9083 2.2409 0.1070
H 3.4088 -1.2109 3.0451
C -4.8633 -0.9933 -5.0366
H 6.5888 -0.4273 1.0666
H -6.4837 3.6528 -0.8592
C -5.5000 -1.3073 -3.6556
C -1.0959 -0.5356 2.9080
H 6.4369 -2.4990 -0.7720
C 6.3739 0.9024 -0.6212
H 5.2934 0.9323 -0.7883
H -5.2946 3.0527 3.3370
H -3.1858 -3.1030 -4.2614
H -5.1252 -0.2636 -1.7191
H 1.9410 -2.8398 0.9528
C 4.6183 -1.7656 0.2487
H -8.1088 3.1747 -0.3395
H 6.9753 6.4976 -0.9457
C 6.8503 2.0551 0.2978
H -4.8498 -3.8252 -1.3041
C 6.7845 -0.4657 -0.0079
C -2.1334 -1.5250 -1.7127
C 5.9731 3.3198 0.0423
H -2.7145 2.8703 1.8551
C 6.5530 5.5038 -1.1117
C -0.6110 -1.4473 2.0475
C -7.0498 2.9129 -0.2779
H -4.5975 0.6481 -3.1463
H 5.0692 -2.7658 2.9201
H 3.7582 -1.6636 -0.4229
O -2.6155 -1.5938 -2.9807
H 7.0032 5.0142 -1.9774
H 7.8960 4.3966 0.1627
H 5.5218 3.2308 -0.9491
H 5.5219 -3.6282 0.8224
O -6.6245 2.8705 1.0672
H -6.5654 -1.4789 -3.8346
H -1.8118 1.8089 4.0574
C -2.5958 0.3055 1.2755
C -5.2183 3.1293 1.1883
H 2.6019 -2.5865 3.7292
C 5.8772 -1.5699 -0.6457
H 5.1859 3.3442 0.7993
C -2.1137 0.3931 2.5277
Cl -0.3843 -3.4660 -2.5023
H 6.6977 1.7097 1.3234
H 6.5723 5.1231 1.0655
```

Calculated values
SMILES string: CCCCCCCCCCCCCc1c(I)c(CCCCOC)cc2nc(OC[C@@H](C)C(C)C)c(Cl)nc12
Net charge: 0
Calculated total energy (eV): -61724.8238
E_LUMO (eV): -0.355

How positive or negative is each atom? The Mulliken charges in e answer that: 0.169, 0.345, 0.516, -2.023, 0.004, 0.323, 0.404, -1.175, 0.493, 0.347, -0.669, -1.683, -0.366, 0.304, 0.260, 0.340, 0.554, -1.186, -0.942, 0.259, 0.273, -0.424, 0.403, -1.345, -1.281, 0.360, 0.332, 0.900, -1.266, 0.269, -0.792, 0.315, 0.379, 0.458, 0.349, 0.318, 0.171, -0.358, 0.022, 0.156, 0.376, -0.792, 0.406, 0.738, 0.395, 0.452, -1.530, 0.387, 0.335, 0.506, -0.978, 0.399, -0.797, 0.466, 0.473, 0.373, 0.122, 0.363, -0.296, 0.304, 0.393, -0.536, 0.458, -0.843, 0.087, -0.782, 0.564, -1.284, 0.871, -0.625, 0.307, 0.343, 0.200, -0.446, 0.314, 0.297, 0.401, 0.479, -0.389, 0.633, 0.645, 0.503, -0.480, 0.440, -1.007, 0.282, 1.498, -0.195, 0.286, 0.374


No. 3
Molecular formula: C19H43AlOP3S2
Method: DFT, wB97M-V/def2-TZVPD

XYZ file:
```
69
C19H43AlOP3S2 | the Open Molecules 2025 dataset | wB97M-V/def2-TZVPD
C 0.9929 -4.0123 2.8262
C -0.8995 3.5606 1.0112
H 3.2726 0.1336 2.5992
H 2.5749 -3.8552 -0.5223
P 3.4089 0.8028 0.2587
H -2.3473 0.1609 -6.8434
H -4.3103 0.7550 -1.9402
C -2.1542 -1.2225 -5.2204
H 1.6041 -1.4336 4.0290
C -2.0390 0.0584 -5.7968
C 0.5269 -1.4834 3.8034
H -4.2462 -2.6198 -0.7214
H 5.4872 1.9555 -0.3847
H -2.2405 3.2067 3.3756
P -0.6785 2.0139 1.9914
H -1.6427 2.1431 -5.3549
H 4.8928 0.7570 2.1583
C 2.3549 -2.0516 -1.7938
C -1.5245 1.1026 -5.0666
H 2.2816 2.9149 0.8192
H -2.1555 -0.4076 1.8700
Al 2.3840 -1.2323 -0.0625
H 1.6727 2.2048 -0.7097
C 5.0235 0.9803 -0.5960
H -3.9119 -0.7721 1.6943
C -2.8979 -0.9999 1.3089
C 0.5064 2.6816 3.2363
H 4.1222 -2.9706 -0.6677
H -5.0569 0.3209 -0.3497
C -4.1237 0.6229 -0.8571
C -1.8598 -1.3804 -3.8558
C -3.3622 -2.2579 -1.2642
H 2.0367 -3.8841 3.1526
H -0.0518 3.2612 3.9812
H 1.0216 1.8503 3.7328
H 2.8651 -1.6073 -2.6546
H 0.0770 3.9318 0.6784
C -0.5995 0.7568 -3.9395
H -2.1534 1.4846 3.8741
H 3.5350 1.8916 2.4377
H -2.5137 -2.9518 -1.1400
H -2.6912 -2.0599 1.5205
H 1.2963 -2.2463 -2.0498
C 3.0378 -2.9107 -0.7980
H -2.5363 -2.0634 -5.8077
H -2.1018 -2.3037 -3.3351
C 2.5769 2.3940 -0.1075
H -3.7523 1.5672 -0.4274
H -1.4065 4.3188 1.6197
H -0.4281 1.5198 -3.1581
H 3.2628 3.0522 -0.6742
H 1.2573 3.3193 2.7551
H -3.6175 -2.1424 -2.3239
H 0.3823 -4.3895 3.6625
H 0.3708 0.4001 -4.3368
O 1.1571 -1.7440 1.2303
C 3.8141 0.9083 2.0382
P -2.9696 -0.6980 -0.4928
S -1.2637 0.0849 -1.4728
S 0.2120 -2.4426 2.3084
H 4.8665 0.9117 -1.6789
H -0.0004 -1.9547 4.6486
H 5.7072 0.1767 -0.2962
C -1.2968 -0.3268 -3.1570
H 0.9294 -4.7433 2.0057
C -2.1981 2.1704 3.0176
H 0.1153 -0.4714 3.6620
H -1.5040 3.3299 0.1254
H -3.0912 1.9342 2.4256
```

Calculated values
Net charge: +3
Calculated total energy (eV): -78554.3163
E_LUMO (spin up / spin down) (eV): -8.519 / -10.332

How positive or negative is each atom? The Mulliken charges in e answer that: -1.126, -1.202, 0.166, 0.363, 1.308, 0.406, 0.377, -0.650, 0.383, -0.376, -0.649, 0.497, 0.479, 0.559, 0.729, 0.473, 0.425, -0.376, -0.705, 0.141, -0.187, -0.329, 0.055, -1.393, 0.493, -0.764, -1.223, 0.361, 0.471, -1.188, -0.751, -1.533, 0.385, 0.470, 0.247, 0.456, 0.368, -0.786, 0.395, 0.390, 0.393, 0.465, 0.250, -0.691, 0.456, 0.761, -0.815, 0.326, 0.441, 0.393, 0.525, 0.388, 0.536, 0.445, 0.235, 0.078, -1.139, 0.941, 0.259, 0.471, 0.416, 0.514, 0.444, 0.374, 0.397, -1.497, -0.149, 0.277, 0.348


No. 4
Molecular formula: C3H7NO
Method: DFT, wB97M-V/def2-TZVPD

XYZ file:
```
12
C3H7NO | the Open Molecules 2025 dataset | wB97M-V/def2-TZVPD
H -0.8266 -0.8599 1.0553
C 0.5586 0.5411 0.1529
H 2.7249 0.1981 -0.2194
H 1.8530 -1.2149 0.4174
H 0.4431 1.3616 -0.5234
N -1.7784 0.3965 -0.2977
C -0.7687 -0.0759 0.3007
H 0.8383 0.9473 1.1285
H 1.6998 -0.7369 -1.2792
H -3.6156 0.2201 -0.4464
C 1.7681 -0.4033 -0.2480
O -2.8965 -0.3738 -0.0409
```

Calculated values
SMILES string: CC/C=N/O
Net charge: 0
Calculated total energy (eV): -6760.1293
E_LUMO (eV): 1.151

How positive or negative is each atom? The Mulliken charges in e answer that: 0.368, -0.304, 0.276, 0.334, 0.288, -0.374, -0.110, 0.231, 0.323, 0.385, -1.039, -0.378